# C60H70F2N12O7S2

A cluster of 7 separate species, C60H70F2N12O7S2 in total at a distorted geometry (the ωB97M-V functional and the def2-TZVPD basis, OMol25).

As for the orbital gap (alpha / beta): 5.938 / 2.238 eV. The total energy comes out at -4503.55272 a.u. The calculation puts the highest occupied orbital energy (alpha / beta) at -24.9 / -24.9 eV. Its net charge is +9. Its expectation value of S² is 0.757. The spin multiplicity is 2.

Positions of all 153 atoms, in Å:
C: -7.935 6.220 1.642
N: -6.866 5.218 1.459
C: -7.025 4.142 2.359
C: -6.009 3.207 2.441
C: -4.847 3.343 1.633
C: -4.786 4.415 0.756
C: -5.795 5.382 0.673
C: -3.782 2.265 1.635
C: -3.238 1.920 0.340
C: -2.120 1.063 0.426
N: -1.683 0.455 1.604
C: -2.246 0.803 2.771
C: -3.301 1.715 2.812
C: -0.430 -0.405 1.483
H: -8.961 5.877 1.508
H: -7.915 6.764 0.698
H: -7.707 6.838 2.510
H: -7.763 4.198 3.145
H: -5.979 2.384 3.140
H: -3.895 4.536 0.158
H: -5.863 6.190 -0.041
H: -3.529 2.066 -0.690
H: -1.728 0.703 -0.514
H: -1.699 0.434 3.626
H: -3.744 2.053 3.737
H: 0.368 0.276 1.186
H: -0.516 -1.031 0.595
H: -0.190 -0.972 2.382
C: -6.188 1.981 -3.334
N: -5.444 0.655 -3.496
C: -4.064 0.661 -3.566
C: -3.418 -0.518 -3.681
C: -4.068 -1.718 -3.879
C: -5.532 -1.724 -3.739
C: -6.151 -0.514 -3.540
C: -3.407 -2.988 -3.914
C: -3.700 -4.015 -4.873
C: -2.981 -5.150 -4.866
N: -1.937 -5.279 -4.004
C: -1.570 -4.380 -3.058
C: -2.329 -3.215 -2.971
C: -1.375 -6.600 -3.979
H: -5.443 2.665 -2.927
H: -7.005 1.920 -2.614
H: -6.601 2.483 -4.209
H: -3.571 1.607 -3.402
H: -2.338 -0.489 -3.681
H: -6.188 -2.581 -3.690
H: -7.225 -0.519 -3.426
H: -4.529 -3.925 -5.560
H: -3.279 -6.080 -5.327
H: -0.696 -4.624 -2.472
H: -2.192 -2.562 -2.122
H: -1.780 -7.404 -4.594
H: -1.614 -7.033 -3.008
H: -0.302 -6.646 -4.162
C: 3.129 -1.572 -4.726
N: 4.350 -2.050 -4.114
C: 4.970 -1.329 -3.152
C: 6.112 -1.840 -2.473
C: 6.571 -3.084 -2.809
C: 5.936 -3.827 -3.775
C: 4.833 -3.305 -4.392
C: 7.881 -3.625 -2.207
C: 8.709 -2.815 -1.356
C: 9.868 -3.285 -0.718
N: 10.258 -4.533 -0.928
C: 9.530 -5.378 -1.643
C: 8.322 -4.970 -2.263
C: 11.508 -4.824 -0.288
H: 3.336 -1.445 -5.789
H: 2.943 -0.562 -4.359
H: 2.291 -2.232 -4.503
H: 4.652 -0.319 -2.943
H: 6.656 -1.237 -1.761
H: 6.394 -4.731 -4.148
H: 4.281 -3.930 -5.078
H: 8.319 -1.845 -1.086
H: 10.440 -2.791 0.054
H: 9.972 -6.362 -1.698
H: 7.723 -5.725 -2.751
H: 11.923 -5.707 -0.774
H: 11.125 -5.376 0.571
H: 12.078 -3.964 0.063
C: 1.629 -3.965 -0.717
N: 1.691 -4.038 0.777
C: 1.674 -5.186 1.517
C: 1.466 -5.169 2.884
C: 1.625 -3.918 3.530
C: 1.868 -2.714 2.789
C: 1.764 -2.832 1.349
C: 1.587 -3.811 5.045
C: 0.522 -4.261 5.816
C: 0.576 -4.253 7.193
N: 1.710 -3.770 7.763
C: 2.786 -3.303 7.091
C: 2.756 -3.332 5.708
C: 1.951 -3.822 9.247
H: 0.884 -3.319 -1.182
H: 1.619 -4.945 -1.193
H: 2.575 -3.579 -1.098
H: 1.502 -6.054 0.899
H: 1.314 -6.121 3.373
H: 2.059 -1.728 3.184
H: 1.624 -1.929 0.774
H: -0.263 -4.666 5.194
H: -0.239 -4.561 7.831
H: 3.553 -3.031 7.801
H: 3.639 -2.972 5.200
H: 2.781 -4.495 9.464
H: 0.973 -4.190 9.558
H: 2.270 -2.831 9.569
C: 3.590 3.756 -1.112
N: 2.428 4.105 -0.243
C: 2.393 5.374 0.297
C: 1.314 5.833 1.027
C: 0.184 4.906 1.289
C: 0.261 3.589 0.787
C: 1.404 3.239 0.016
C: -0.990 5.319 2.088
C: -1.570 6.485 1.645
C: -2.539 7.095 2.472
N: -3.038 6.487 3.573
C: -2.531 5.284 3.986
C: -1.409 4.710 3.305
C: -4.276 7.072 4.232
H: 3.355 3.461 -2.135
H: 4.182 2.976 -0.633
H: 4.295 4.587 -1.150
H: 3.287 5.921 0.036
H: 1.267 6.804 1.497
H: -0.529 2.860 0.903
H: 1.514 2.281 -0.470
H: -1.265 7.073 0.792
H: -3.204 7.859 2.096
H: -2.893 4.987 4.959
H: -0.938 3.785 3.601
H: -4.245 6.805 5.288
H: -5.060 6.602 3.637
H: -4.399 8.151 4.146
N: -2.960 3.730 -2.580
S: -3.434 5.063 -3.489
O: -3.759 4.838 -4.896
O: -2.946 6.372 -3.066
F: -4.922 5.182 -2.846
S: -1.558 4.099 -2.609
O: -1.142 4.748 -1.383
O: -0.737 4.497 -3.732
F: -0.942 2.668 -2.422
N: 0.990 -0.293 -2.189
O: -0.194 -0.569 -2.222
O: 1.771 -1.167 -1.826
O: 1.357 0.817 -2.373